Molecular formula: C12H26B3N3O6P2S
Method: DFT, wB97M-V/def2-TZVPD

Structure (XYZ):
```
53
Properties=species:S:1:pos:R:3:forces:R:3
O 1.50785 4.58771 2.22384 0.5846 0.0055 -0.3804
B 1.40241 4.35006 0.88309 -1.5288 0.1187 0.2647
O 2.28174 4.91465 -0.03910 0.9121 -0.4235 0.6803
B 2.67786 3.97627 -0.94118 -1.1732 0.9434 -1.4515
P 4.52541 3.59059 -1.38283 0.9554 -0.1060 1.1082
S 5.66730 3.92127 0.17556 0.0088 0.1908 -0.0834
O 1.67019 3.22635 -1.53190 0.7872 -1.1719 0.5981
B 1.05537 2.50333 -0.47004 -0.7776 2.8291 -0.3949
P 1.32659 0.56830 -0.46766 -1.1119 -1.2591 -0.2641
O 2.51619 0.40760 0.67060 0.1552 0.6002 -0.2914
O 2.19657 0.32296 -1.87095 0.4359 0.4086 0.5413
O 0.38335 3.46405 0.45853 3.9146 1.5805 -2.5240
H 1.39681 3.74010 2.67106 -0.4122 0.2319 0.2597
H 4.55529 2.20711 -1.66405 -0.3507 0.2457 -0.5551
H 4.93239 4.23682 -2.57162 -0.2987 -0.1934 -0.1309
H 2.18347 -0.13508 1.39281 0.0206 -0.1480 -0.1077
H 1.77703 0.82711 -2.57833 -0.0096 0.0117 0.0044
C -2.39075 -1.10825 2.18858 -0.0281 -0.0021 0.0188
C -2.67928 0.13788 3.01647 -0.0503 -0.2924 -0.0279
C -2.61326 1.42677 2.18967 0.1178 -0.0206 0.2290
C -1.27941 1.59273 1.60776 0.1908 0.1082 -0.2091
N -0.23277 1.72583 1.14169 -2.4789 -4.0293 2.8773
H -1.38089 -1.09074 1.77843 -0.0092 -0.0073 -0.0365
H -2.47373 -2.00190 2.80736 0.0057 -0.0004 -0.0178
H -3.09596 -1.20244 1.35962 0.0149 0.0107 -0.0053
H -1.96317 0.19366 3.83907 -0.0227 0.0937 0.0064
H -3.67275 0.05419 3.46292 0.0077 0.1312 -0.0040
H -2.83955 2.29065 2.81827 0.0104 0.0426 -0.1030
H -3.34338 1.40156 1.37863 0.0385 0.0144 -0.0357
C -1.07807 -5.52495 5.54626 -0.0325 0.0243 0.0218
C -2.15384 -5.40261 4.47309 0.0737 -0.0427 0.2421
C -1.58988 -5.49291 3.05025 -0.0886 0.1601 0.1976
C -0.62941 -4.41300 2.80401 -0.0285 -0.1664 -0.1716
N 0.11810 -3.56273 2.61867 0.0487 0.0856 0.0510
H -0.35514 -4.71068 5.48178 0.0200 -0.0239 -0.0538
H -1.52526 -5.48539 6.53948 0.0063 -0.0341 0.0004
H -0.53889 -6.46979 5.45575 0.0144 0.0108 0.0088
H -2.67918 -4.45367 4.59899 -0.0363 -0.0106 -0.0881
H -2.88980 -6.19675 4.61035 -0.0260 0.0109 -0.1091
H -2.39456 -5.41464 2.31854 0.0546 -0.0069 -0.0667
H -1.08741 -6.44928 2.89835 0.0269 0.0135 -0.0288
C -0.08553 0.09709 -6.99756 -0.0185 0.0173 -0.0198
C 0.22529 1.57287 -6.77464 -0.0716 -0.2121 -0.1721
C 0.85470 1.84884 -5.40411 -0.2182 0.0199 -0.1570
C -0.05394 1.44530 -4.32559 0.1818 0.0984 0.0394
N -0.76580 1.12425 -3.48353 0.0233 0.0261 0.0470
H -0.81722 -0.27061 -6.27693 0.0405 0.0064 0.0424
H -0.50267 -0.05721 -7.99250 0.0292 -0.0103 -0.0075
H 0.81636 -0.51172 -6.91086 -0.0135 -0.0154 0.0056
H -0.69368 2.15262 -6.87834 0.0469 0.0773 0.0504
H 0.91049 1.91699 -7.55109 0.0403 0.0811 0.0769
H 1.07253 2.91153 -5.29329 0.0241 -0.0107 0.0903
H 1.79178 1.29860 -5.29728 -0.0054 -0.0117 0.0352
```
Positions in Å, forces in eV/Å.

Results
**Kohn-Sham gap**: 7.97 eV
**Net charge**: 0
**Highest occupied orbital energy**: -7.84 eV
**E_LUMO**: 0.005 hartree